(1)
Density functional theory data (ωB97M-V/def2-TZVPD) for a molecular structure, C21H27AuN3O3 in a non-equilibrium geometry.

As for the orbital gap (spin up / spin down): 5.15 / 6.15 eV. Its charge is +1. The expectation value of S² is 2.024. As for the HOMO energy (spin up / spin down): -8.9 / -11.8 eV. Its multiplicity is 3.

```
55
Properties=species:S:1:pos:R:3:forces:R:3:lowdin_spin:R:1
Au -1.823 -3.439 -0.233 -0.394 0.989 0.256 0.52
C 4.260 -0.436 1.146 0.003 -0.113 -0.115 0.00
C 4.085 -1.287 -0.121 0.140 0.131 0.026 0.00
C 4.302 -0.430 -1.378 0.000 -0.127 0.126 0.00
C 5.129 -2.405 -0.111 -0.209 0.154 0.005 0.00
C 2.664 -1.819 -0.147 -0.377 0.038 -0.029 0.03
C 2.344 -3.187 -0.148 -0.278 0.016 -0.003 0.07
C 1.024 -3.543 -0.145 0.586 -0.425 0.016 0.05
N -0.002 -2.676 -0.158 0.227 0.127 0.009 0.15
C 0.243 -1.331 -0.146 -0.191 0.455 0.146 0.08
C 1.603 -0.941 -0.135 0.308 -0.143 -0.078 0.06
C -0.751 -0.279 -0.082 0.566 -0.431 -0.315 0.17
C -0.320 1.046 -0.326 -0.196 0.654 -0.070 0.04
C -0.976 2.179 0.088 0.370 -0.602 -0.240 0.09
C -2.155 1.951 0.832 -0.181 -0.402 0.135 0.05
C -2.672 0.699 0.915 -0.529 0.794 0.493 0.06
N -2.076 -0.397 0.352 0.199 0.552 0.050 0.14
C -0.416 3.569 -0.127 0.123 0.092 0.052 0.01
C -1.550 4.596 -0.246 0.131 -0.178 -0.004 0.00
C 0.470 3.651 -1.375 -0.176 -0.066 0.170 0.00
C 0.441 3.895 1.109 -0.106 0.010 -0.142 0.01
H 5.290 -0.100 1.231 0.125 0.052 -0.022 0.00
H 4.021 -1.024 2.030 -0.006 -0.018 0.128 0.00
H 3.621 0.444 1.135 -0.063 0.097 0.024 0.00
H 5.335 -0.095 -1.418 0.117 0.073 -0.003 0.00
H 3.662 0.449 -1.389 -0.086 0.099 -0.008 0.00
H 4.099 -1.015 -2.272 0.001 -0.015 -0.135 0.00
H 6.123 -1.963 -0.119 0.062 0.018 0.004 0.00
H 5.039 -3.034 -0.993 0.030 -0.135 -0.082 0.00
H 5.045 -3.017 0.783 0.007 -0.134 0.079 0.00
H 3.098 -3.954 -0.123 0.035 -0.107 -0.018 0.00
H 0.748 -4.586 -0.112 -0.015 -0.149 -0.040 0.01
H 1.834 0.105 -0.067 -0.021 0.050 0.075 0.00
H 0.588 1.177 -0.884 0.095 -0.053 -0.090 0.00
H -2.683 2.759 1.307 -0.158 0.034 0.078 0.00
H -3.621 0.510 1.390 0.180 0.050 -0.051 0.00
H -2.331 4.239 -0.913 -0.112 0.031 -0.107 0.00
H -1.159 5.528 -0.646 0.019 0.118 0.009 0.00
H -1.988 4.812 0.724 -0.128 0.033 0.086 0.00
H -0.067 3.321 -2.260 -0.063 -0.037 -0.174 0.00
H 1.375 3.059 -1.271 0.130 -0.088 -0.020 0.00
H 0.777 4.681 -1.526 0.057 0.120 -0.025 0.00
H -0.138 3.784 2.022 -0.056 0.023 0.144 0.00
H 0.797 4.920 1.049 0.068 0.155 0.023 0.00
H 1.302 3.233 1.167 0.097 -0.071 0.023 0.00
C -6.921 -2.492 0.251 -1.122 0.740 0.408 0.00
O -5.848 -3.372 -0.061 1.755 -0.167 -0.164 0.01
C -4.586 -3.045 -0.043 -0.748 -1.715 -0.217 0.02
O -3.780 -3.995 -0.239 -0.716 0.416 0.022 0.06
H -6.708 -1.904 1.145 -0.066 -0.194 -0.191 0.00
H -7.774 -3.149 0.421 0.165 0.059 -0.068 0.00
H -7.129 -1.817 -0.581 0.141 -0.150 0.095 0.00
O -4.920 -0.703 0.336 -0.146 -0.749 -0.233 0.09
C -4.138 -1.639 0.181 0.865 2.190 0.295 0.04
N -2.784 -1.532 0.181 -0.457 -2.099 -0.330 0.22
```
Positions in Å, forces in eV/Å.


(2)
Density functional theory data (ωB97M-V/def2-TZVPD) for C7H17N2P in the gas phase in a non-equilibrium geometry.

As for the orbital gap: 8.98 eV. As for the HOMO energy: -8.0 eV. For the energy relative to the best compared isomer or geometry (same formula, charge and spin), the calculation gives 0.720 eV.

```
27
Properties=species:S:1:pos:R:3:forces:R:3:mulliken_charge:R:1
C 1.427 -2.726 0.332 -1.011 -0.482 -3.152 -1.14
P 0.447 -1.820 -0.988 2.460 0.324 -0.270 -0.07
N -0.127 -0.542 -0.032 1.792 2.510 2.151 0.08
N 0.888 0.273 0.964 -0.441 -3.381 -2.071 0.00
C 0.719 0.069 2.371 -1.954 1.424 -0.483 -1.06
C 0.831 1.609 0.569 0.814 2.428 2.309 -0.74
C -0.610 1.828 0.078 0.618 -1.144 -0.927 -0.90
C -0.919 0.523 -0.722 2.117 1.118 0.388 1.31
C -2.305 0.055 -0.584 -0.020 2.325 -1.101 -2.27
C -0.509 0.693 -2.189 3.298 -2.918 0.200 -1.56
H 2.094 -2.377 1.021 1.467 2.124 1.647 0.40
H 1.996 -3.502 -0.146 0.000 -0.649 -0.612 0.38
H 0.625 -3.179 0.814 -1.316 -1.138 1.292 0.34
H 1.586 -1.280 -1.968 -1.258 -0.557 1.620 -0.03
H -0.067 0.828 2.806 1.689 -1.229 -0.217 0.36
H 0.359 -0.899 2.526 -0.690 -1.575 0.389 0.31
H 1.728 0.082 2.729 0.347 0.596 1.112 0.39
H 1.702 1.784 -0.040 -0.337 0.518 -1.439 0.38
H 1.213 2.240 1.538 -1.533 -1.110 -2.027 0.36
H -1.327 1.712 0.871 -0.039 0.855 0.858 0.33
H -0.785 2.689 -0.561 -0.086 0.231 0.273 0.46
H -3.023 0.740 -0.947 -0.793 0.754 -1.053 0.39
H -2.605 -0.112 0.372 -0.345 -0.739 3.022 0.55
H -2.263 -0.805 -1.114 -0.952 -3.003 -1.681 0.58
H -0.711 -0.340 -2.690 0.442 2.011 0.309 0.40
H 0.642 1.005 -2.359 -2.446 -1.063 0.714 0.25
H -1.005 1.456 -2.653 -1.822 1.768 -1.247 0.52
```
Positions in Å, forces in eV/Å.


(3)
Density functional theory data (ωB97M-V/def2-TZVPD) for 2 unconnected molecules or ions with the total composition C9H14 in a non-equilibrium geometry.

As for the orbital gap: 10.07 eV. As for the HOMO energy: -9.1 eV. For the energy relative to the best compared isomer or geometry (same formula, charge and spin), the calculation gives 0.629 eV.

```
23
Properties=species:S:1:pos:R:3:forces:R:3:mulliken_charge:R:1
C 1.136 -0.032 0.335 -0.854 -0.740 -0.339 -1.32
C 0.384 1.270 0.471 0.911 -0.489 0.849 0.78
C 1.126 2.454 0.391 -0.765 0.023 0.023 -0.49
C 0.480 3.667 0.587 0.506 -0.236 1.234 -0.41
C -0.896 3.705 0.785 0.009 0.185 -0.419 -0.37
C -1.607 2.528 0.875 -0.342 -0.627 0.470 -0.43
C -0.941 1.302 0.869 0.106 0.340 -1.033 -0.45
H 1.900 -0.197 1.096 0.293 0.341 -0.306 0.35
H 1.487 -0.113 -0.690 0.768 0.133 0.039 0.37
H 0.499 -0.923 0.395 -0.321 0.333 0.293 0.22
H 2.198 2.385 0.256 0.029 0.136 -0.028 0.37
H 1.060 4.516 0.944 0.042 0.272 -0.966 0.31
H -1.380 4.670 0.855 -0.129 -0.070 0.184 0.36
H -2.677 2.503 1.040 -0.027 0.299 0.070 0.34
H -1.440 0.360 1.056 -0.217 0.104 -0.046 0.35
C -0.221 -3.074 -1.781 1.022 -0.081 -0.620 -0.63
C -0.095 -3.954 -0.556 -1.000 0.083 0.999 -0.88
H -1.260 -2.966 -2.080 0.021 0.147 -0.085 0.24
H 0.266 -2.105 -1.676 -0.470 0.241 0.455 0.11
H 0.354 -3.465 -2.625 -0.282 -0.396 -0.082 0.30
H -0.890 -3.680 0.151 -0.015 -0.005 -0.072 0.26
H 0.796 -3.838 0.054 0.456 -0.043 -0.426 0.29
H -0.277 -5.012 -0.751 0.259 0.050 -0.193 0.32
```
Positions in Å, forces in eV/Å.